# 1
C21H22N4O6S | ωB97M-V with the def2-TZVPD basis set

## Properties
- Total charge: 0
- Largest force on an atom: 1.4 eV Å⁻¹
- Relative energy (zero: lowest compared OMol25 entry of this formula, charge and spin): 2.879 eV
- Multiplicity: 1
- SMILES: COc1cc(NS(=O)(=O)c2ccc(NC(=O)COc3ccc(C)cc3)cc2)nc(OC)n1
- HOMO-LUMO gap: 9.277 eV

Positions of all 54 atoms, in Å:
C -3.3381 3.4334 -2.3314
H -3.6169 4.2541 -1.6685
H -2.2843 3.1971 -2.1726
H -3.5162 3.7001 -3.3707
O -4.1442 2.2936 -2.0816
C -4.1272 1.8135 -0.8423
N -3.3968 2.4289 0.0794
C -3.4135 1.9111 1.2995
N -4.0440 0.8086 1.6727
C -4.7617 0.1842 0.7345
C -4.8710 0.6645 -0.5580
H -5.4722 0.1720 -1.2982
N -5.3629 -1.0018 1.1000
H -5.2355 -1.2293 2.0762
S -5.0782 -2.3389 0.0859
O -5.8782 -2.2152 -1.0890
O -5.2486 -3.4823 0.9284
C -3.3579 -2.0739 -0.3081
C -2.9976 -1.5592 -1.5382
C -1.6869 -1.1851 -1.7696
C -0.7381 -1.3283 -0.7568
C -1.1138 -1.8757 0.4735
C -2.4258 -2.2392 0.6994
H -2.7391 -2.6563 1.6434
H -0.3742 -2.0000 1.2510
N 0.5898 -0.9498 -0.9169
C 1.1800 -0.3247 -1.9675
O 0.6359 0.0216 -2.9893
C 2.6737 -0.0734 -1.7488
O 3.0900 -0.5743 -0.5022
C 4.4168 -0.4627 -0.1572
C 5.3935 0.1381 -0.9371
C 6.7002 0.1899 -0.4791
C 7.0616 -0.3457 0.7473
C 6.0710 -0.9441 1.5189
C 4.7662 -1.0042 1.0778
H 3.9988 -1.4680 1.6780
H 6.3261 -1.3688 2.4788
C 8.4823 -0.3046 1.2213
H 8.5263 -0.2049 2.3034
H 9.0194 0.5248 0.7679
H 8.9937 -1.2281 0.9484
H 7.4505 0.6615 -1.0970
H 5.1571 0.5702 -1.8965
H 3.2127 -0.5569 -2.5751
H 2.8399 1.0105 -1.8212
H 1.2080 -1.1427 -0.1364
H -1.3930 -0.7708 -2.7195
H -3.7492 -1.4587 -2.3039
O -2.6926 2.5732 2.1975
C -2.6897 2.0469 3.5119
H -2.2697 1.0389 3.5231
H -2.0728 2.7235 4.0995
H -3.7036 2.0077 3.9149

Atomic partial charges in e from the natural (NBO) method, atoms 1 to 6: C -0.26; H 0.20; H 0.19; H 0.20; O -0.47; C 0.57



# 2
C21H22NO14PS | ωB97M-V with the def2-TZVPD basis set

## Properties
- Total charge: 0
- Largest force on an atom: 6.2 eV Å⁻¹
- Multiplicity: 1
- SMILES: CO[C@@H](CNS)[PH2]=O.O=C1C=C(O)C(=O)C=C1O.O=C1C=C(O)C(=O)C=C1O.O=C1C=C(O)C(=O)C=C1O
- HOMO-LUMO gap: 7.041 eV

Positions of all 60 atoms, in Å:
C 0.3030 -0.0395 1.7042
O 0.2123 -1.2881 0.9316
C 0.7388 -2.4461 1.6706
C 2.3726 -2.5189 1.7809
N 2.9314 -3.6395 0.8792
S 2.6003 -3.1641 -0.8024
P -0.0203 -2.6707 3.4300
O 0.4198 -4.1369 3.9227
H 0.1721 0.8936 0.9759
H 1.3337 0.1072 2.2545
H -0.5764 0.0272 2.4821
H 0.3959 -3.4132 1.0604
H 2.9388 -1.5413 1.4766
H 2.6313 -2.8657 2.8875
H 3.9690 -3.6112 0.9947
H 1.2299 -3.5453 -0.9619
H 0.4947 -1.7539 4.4145
H -1.4592 -2.6692 3.2985
C 4.0755 1.7453 -2.6924
C 3.8691 0.7616 -1.8147
C 4.7042 0.6309 -0.5887
O 4.4786 -0.2723 0.2091
C 5.7873 1.6057 -0.3854
C 5.9957 2.5873 -1.2650
C 5.1430 2.7340 -2.4765
O 5.3473 3.6574 -3.2574
O 7.0135 3.5052 -1.0816
O 2.8693 -0.1730 -2.0123
H 3.4745 1.8534 -3.5866
H 6.3980 1.4886 0.5006
H 6.9577 4.1136 -1.8505
H 2.9212 -0.7777 -1.2403
C -6.1980 -2.1092 5.9481
C -4.8956 -1.8841 5.7642
C -4.3393 -1.6247 4.4074
O -3.1413 -1.4024 4.2722
C -5.2668 -1.6515 3.2657
C -6.5686 -1.8800 3.4493
C -7.1288 -2.1119 4.8090
O -8.3325 -2.3010 4.9481
O -7.4454 -1.9093 2.3804
O -4.0143 -1.8826 6.8298
H -6.6162 -2.2969 6.9290
H -4.8465 -1.4792 2.2831
H -8.3277 -2.0908 2.7717
H -3.1331 -1.6951 6.4392
C -0.8550 2.8510 -6.8068
C 0.3830 3.0165 -6.3371
C 0.6507 3.1018 -4.8747
O 1.8011 3.2350 -4.4723
C -0.4978 3.0261 -3.9583
C -1.7362 2.8641 -4.4283
C -2.0003 2.7512 -5.8890
O -3.1473 2.5843 -6.2899
O -2.8204 2.7949 -3.5729
O 1.4642 3.1138 -7.1937
H -1.0636 2.7852 -7.8672
H -0.2912 3.1074 -2.8988
H -3.6034 2.6750 -4.1534
H 2.2478 3.2277 -6.6129

Atomic partial charges in e from the natural (NBO) method, atoms 1 to 6: C -0.30; O -0.56; C -0.21; C -0.30; N -0.73; S 0.09



# 3
C21H23N3O3 | ωB97M-V with the def2-TZVPD basis set

## Properties
- Total charge: 0
- Largest force on an atom: 1.3 eV Å⁻¹
- Relative energy (zero: lowest compared OMol25 entry of this formula, charge and spin): 3.909 eV
- Multiplicity: 1
- SMILES: COc1ccc(-c2cc(CNC(=O)CN(C)Cc3ccccc3)on2)cc1
- HOMO-LUMO gap: 8.882 eV

Positions of all 50 atoms, in Å:
C -7.5556 -2.9672 -0.2209
H -7.8075 -2.4921 -1.1743
O -6.1634 -3.0964 -0.0599
C -5.4019 -1.9710 -0.0376
C -5.8886 -0.6717 -0.1589
C -5.0162 0.3979 -0.1212
C -3.6459 0.2051 0.0362
C -3.1643 -1.0992 0.1567
C -4.0284 -2.1697 0.1210
H -3.6668 -3.1817 0.2137
H -2.1076 -1.2795 0.2795
C -2.7539 1.3504 0.0709
N -3.2003 2.5833 -0.0098
O -2.1336 3.4141 0.0501
C -1.0102 2.6867 0.1668
C -1.3332 1.3627 0.1909
H -0.6706 0.5289 0.2751
C 0.2943 3.4055 0.2615
N 1.3961 2.5025 0.4654
C 2.3899 2.3502 -0.4384
O 2.5086 3.0329 -1.4312
C 3.3816 1.2625 -0.0332
N 2.6813 0.1293 0.5471
C 1.9868 -0.6270 -0.4781
H 1.3777 -1.3961 -0.0032
H 2.6693 -1.1080 -1.1916
H 1.3379 0.0480 -1.0352
C 3.5231 -0.7115 1.3978
C 4.6535 -1.4037 0.6766
C 5.8791 -0.7716 0.5047
C 6.8935 -1.3816 -0.2115
C 6.6958 -2.6340 -0.7671
C 5.4824 -3.2770 -0.5939
C 4.4694 -2.6655 0.1233
H 3.5277 -3.1778 0.2628
H 5.3237 -4.2578 -1.0181
H 7.4865 -3.1094 -1.3283
H 7.8407 -0.8777 -0.3357
H 6.0460 0.2028 0.9418
H 3.9212 -0.0714 2.1906
H 2.8653 -1.4559 1.8564
H 4.0418 1.6980 0.7219
H 3.9895 0.9995 -0.9116
H 1.3429 1.8206 1.2083
H 0.4950 3.9448 -0.6720
H 0.2404 4.1410 1.0747
H -5.3850 1.4069 -0.2147
H -6.9433 -0.4836 -0.2834
H -8.0040 -2.3978 0.5995
H -7.9485 -3.9826 -0.2104

Atomic partial charges in e from the natural (NBO) method, atoms 1 to 6: C -0.25; H 0.18; O -0.49; C 0.31; C -0.31; C -0.16



# 4
C21H23N3O5S | ωB97M-V with the def2-TZVPD basis set

## Properties
- Total charge: 0
- Largest force on an atom: 16.0 eV Å⁻¹
- Relative energy (zero: lowest compared OMol25 entry of this formula, charge and spin): 22.330 eV
- Multiplicity: 1
- SMILES: COc1ccc(CN2C(=O)c3cccnc3C2=O)cc1S(=O)(=O)NC1CCCCC1
- HOMO-LUMO gap: 6.554 eV

Positions of all 53 atoms, in Å:
C 4.3513 1.9367 -0.8002
H 5.3743 1.4432 -0.5666
H 4.5767 3.1112 -0.8371
H 4.1409 1.6274 -1.9491
O 3.3246 1.2876 -0.1606
C 1.9999 1.9102 -0.0428
C 1.0635 1.4949 1.0668
C -0.1774 2.0589 0.7465
C -0.6743 2.8523 -0.2727
C 0.3184 3.1840 -1.1601
C 1.5485 3.0383 -1.0905
H 2.1713 3.2640 -1.9908
H -0.0359 3.6666 -2.0817
C -2.0691 3.2280 -0.2347
N -2.8625 1.9004 -0.2381
C -2.6775 0.7400 -0.7270
O -1.8003 0.5261 -1.7221
C -3.5270 -0.3200 -0.1890
C -3.5779 -1.4923 -0.6403
C -4.6393 -2.2362 0.3208
C -5.3282 -1.6148 1.1270
N -5.2160 -0.2347 1.6685
C -4.2199 0.4246 0.8356
C -3.8563 1.7885 1.0755
O -4.1425 2.7662 1.4228
H -5.9257 -2.0985 1.8231
H -4.8008 -3.5128 0.0236
H -3.1029 -1.9152 -1.4103
H -2.4943 3.7756 0.6408
H -2.2890 3.5525 -1.1695
H -0.7928 1.8259 1.6205
S 1.6658 0.5266 2.1145
O 0.5755 0.2379 3.0371
O 2.7758 1.0632 2.8717
N 2.2336 -0.8942 1.5374
H 3.0115 -0.4148 0.8817
C 1.3601 -1.8735 1.0149
C 2.0974 -3.1019 0.9878
C 2.6962 -2.8810 -0.6468
C 1.5350 -2.4006 -1.5891
C 1.0153 -1.3351 -1.0762
C 0.1578 -1.4010 0.3702
H -0.3133 -0.6125 0.4927
H -0.4958 -2.4127 0.0873
H 1.5456 -0.3743 -1.2539
H 0.3219 -1.0360 -1.9679
H 2.1951 -2.4842 -2.6190
H 1.0557 -3.4854 -1.7437
H 3.5093 -2.0574 -0.7231
H 3.0711 -3.7851 -0.9256
H 2.9051 -3.3040 1.3998
H 1.4271 -3.9190 0.6379
H 0.9948 -2.0336 2.0238

Atomic partial charges in e from the natural (NBO) method, atoms 1 to 6: C -0.27; H 0.22; H 0.21; H 0.17; O -0.55; C 0.46



Number 1: E -1882.1189 a.u.. Number 2: E -2660.9271 a.u.. Number 3: E -1203.9792 a.u.. Number 4: E -1751.9793 a.u..